# 1
120
Properties=species:S:1:pos:R:3:forces:R:3:mulliken_charge:R:1 method="wB97M-V/def2-TZVPD" total_charge=-2 e_above_lowest_kj_mol=135.25 orbital_gap_ev=4.744 e_lumo_ha=0.109
Rb 1.2056 0.1184 -1.2077 -1.1167 0.6570 0.3568 0.802
Cl 5.0165 7.5323 -1.0023 0.0082 0.0089 -0.0090 -0.256
C 4.1582 6.0564 -0.6457 -0.0564 0.0326 -0.0449 0.141
C 4.7611 5.0761 0.1195 -0.0169 -0.0808 0.0493 -0.489
C 4.0312 3.9435 0.4438 0.1865 0.1310 0.2552 -0.366
C 2.7222 3.7884 0.0164 -0.4472 -0.4147 0.1037 -0.547
O 2.0623 2.6927 0.4769 0.7197 -0.1429 0.0126 -0.064
C 2.1865 4.6837 -0.9116 -0.0869 0.2131 -0.2552 1.864
C 1.0943 4.4104 -1.8718 0.1441 0.1558 0.1542 -1.157
N 0.7478 3.2524 -2.2353 0.0763 -0.1896 -0.1412 0.422
C 0.0794 3.1392 -3.4744 -0.1067 -0.0876 0.1627 -0.166
C 0.5563 3.7841 -4.5874 0.0066 0.0051 -0.0740 -0.365
C -0.0359 3.5818 -5.8528 0.0301 0.0061 0.0271 -0.845
C -1.0946 2.7344 -5.9889 -0.0086 -0.0141 0.0003 -0.933
C -1.6127 2.0519 -4.8608 -0.0359 0.0312 -0.0229 0.984
C -2.7216 1.1763 -4.9430 0.0325 -0.0092 -0.0211 -1.101
C -3.1724 0.5698 -3.8123 -0.0256 0.0000 0.0138 -1.091
C -2.4895 0.8072 -2.6006 -0.0283 -0.0014 0.0940 -0.186
N -1.4706 1.6175 -2.4745 0.0612 -0.0389 0.0095 0.355
C -1.0254 2.2439 -3.5927 -0.0412 0.0311 0.0497 0.122
C 2.9002 5.8527 -1.1804 0.0396 -0.0079 -0.0002 -1.325
H 5.7759 5.2011 0.4707 -0.0051 0.0054 0.0124 0.405
H 4.4542 3.1632 1.0634 -0.0244 0.0201 0.0387 0.505
H 0.7480 5.2944 -2.4219 -0.0554 0.0445 0.0413 0.537
H 1.4381 4.4068 -4.5008 0.0016 -0.0056 -0.0047 0.552
H 0.3758 4.0892 -6.7162 -0.0004 -0.0023 -0.0002 0.366
H -1.5460 2.5549 -6.9575 -0.0017 0.0079 0.0042 0.425
H -3.1810 0.9719 -5.9023 -0.0081 0.0092 0.0011 0.361
H -4.0030 -0.1208 -3.8347 0.0009 0.0122 -0.0042 0.733
H -2.8071 0.2803 -1.7057 0.0318 0.0278 -0.0275 0.611
H 2.4876 6.5768 -1.8720 0.0145 0.0063 0.0015 0.390
N 1.2098 -1.9696 2.1953 0.0637 -0.0095 0.0264 0.053
C -0.1353 -1.9770 2.1546 -0.0939 -0.1622 0.0401 0.079
N -0.7466 -3.0079 2.7444 0.2114 0.2133 -0.0983 -0.746
C -2.0804 -2.9479 2.7372 -0.1140 -0.4713 0.4243 0.227
N -2.7641 -3.9183 3.3753 1.0901 0.6577 -0.1308 -0.362
N -2.7967 -1.9528 2.1778 0.0126 0.1800 -0.1415 -0.532
C -2.0691 -1.0108 1.6027 -0.1671 -0.0333 0.0540 0.035
N -0.7465 -0.9356 1.5535 0.1294 -0.2489 -0.2219 0.196
C -2.8541 0.1071 0.9849 -0.0211 -0.0469 0.0798 0.007
C -4.1954 -0.0924 0.6629 0.0439 0.0045 -0.0294 -0.253
C -4.9124 0.9728 0.1495 -0.0330 0.0054 -0.0117 -0.801
C -4.2765 2.1946 -0.0155 0.0259 0.0101 -0.0213 -0.595
C -2.9371 2.2909 0.3285 -0.0236 -0.0234 -0.0619 -0.433
N -2.2326 1.2734 0.8137 -0.1220 0.0744 0.1041 0.606
H 1.6686 -2.7898 2.5476 -0.0112 0.0019 0.0005 0.259
H 1.7770 -1.2611 1.7547 0.0010 0.0180 -0.0452 -0.075
H -2.2466 -4.7576 3.5699 0.0780 0.0283 0.0469 0.233
H -3.7455 -4.0436 3.1491 0.0339 0.1061 0.3032 0.457
H -4.6398 -1.0646 0.8211 0.0058 -0.0192 0.0051 0.703
H -5.9535 0.8476 -0.1202 0.0019 -0.0002 -0.0058 0.439
H -4.7976 3.0521 -0.4212 0.0008 -0.0013 0.0157 0.427
H -2.3923 3.2212 0.1964 -0.0252 -0.0115 -0.0143 0.239
N 2.9764 -7.5116 -1.9541 0.0158 -0.0109 0.0471 -0.594
C 3.2029 -6.1297 -2.0202 -0.0118 0.0081 -0.0185 1.121
C 2.1257 -5.2451 -2.0871 -0.0036 -0.0169 -0.0189 -0.695
C 2.3428 -3.8808 -2.1115 0.0280 0.0054 -0.0274 -0.414
C 3.6430 -3.3874 -2.0568 -0.0823 -0.0615 -0.0020 -0.572
C 4.7206 -4.2539 -1.9911 0.0047 0.0000 0.0112 -0.350
C 4.5005 -5.6228 -1.9784 0.0067 -0.0085 0.0081 -0.730
S 3.8724 -1.6380 -2.0227 0.2237 -0.0874 -0.1204 1.164
O 2.8074 -1.0951 -2.8465 0.4893 -0.1661 -0.2053 -0.887
O 5.2237 -1.3429 -2.4337 0.0148 -0.0437 -0.0029 -0.758
N 3.5177 -1.1833 -0.5297 0.4548 -0.0506 -0.0811 0.221
C 4.3649 -1.3958 0.4891 -0.1553 0.0021 0.0938 -0.138
N 5.4862 -2.1438 0.3646 0.0446 -0.0355 0.0354 -0.394
C 6.2571 -2.2561 1.4307 -0.0073 -0.0059 -0.0180 -0.151
C 5.9730 -1.6690 2.6536 -0.0014 0.0018 0.0080 -0.800
C 4.7731 -0.9721 2.7051 -0.0219 -0.0046 -0.0182 -0.184
N 3.9719 -0.8300 1.6675 0.0373 0.0159 0.0106 -0.282
H 2.0922 -7.8049 -2.3385 0.0094 0.0079 -0.0047 0.243
H 3.7394 -8.0759 -2.2920 -0.0145 0.0105 -0.0301 0.219
H 1.1120 -5.6277 -2.1307 0.0055 0.0004 0.0131 0.307
H 1.5046 -3.1978 -2.2020 0.0134 -0.0022 0.0092 0.588
H 5.7205 -3.8438 -1.9484 -0.0132 -0.0031 0.0077 0.446
H 5.3405 -6.3079 -1.9292 -0.0018 0.0002 0.0068 0.247
H 7.1521 -2.8617 1.3051 0.0056 -0.0012 -0.0038 0.381
H 6.6203 -1.7730 3.5120 -0.0019 -0.0028 0.0013 0.375
H 4.4344 -0.5150 3.6323 0.0034 0.0035 -0.0014 0.432
F -1.8124 -3.5713 -0.9967 -0.0358 -0.0947 0.0262 -0.434
C -3.1329 -3.5930 -1.2785 0.1218 -0.1052 0.1036 0.882
C -3.9596 -4.0768 -0.2906 0.1173 -0.0328 0.0143 0.455
F -3.3521 -4.5182 0.8272 -0.0023 -0.0993 -0.1452 -0.449
C -5.3463 -4.1620 -0.3977 -0.0142 0.0305 -0.1321 0.477
C -5.7954 -3.7913 -1.6680 -0.0287 0.0649 -0.0064 -0.121
C -4.9599 -3.3390 -2.6765 -0.0994 0.0880 0.0626 -0.157
F -5.5495 -2.9750 -3.8368 0.0230 0.0163 -0.0032 -0.414
C -3.5821 -3.1837 -2.5309 -0.0769 0.0399 -0.1348 0.992
C -2.6800 -2.6291 -3.5367 -0.0390 -0.0217 0.1070 0.098
C -1.4393 -2.1285 -3.1185 0.0619 0.3598 -0.2194 -0.392
N -0.4493 -1.6292 -2.7741 -0.0532 -0.2174 -0.0725 -0.475
C -3.0416 -2.3606 -4.8706 0.0912 -0.2264 -0.0426 0.200
N -3.2865 -2.1209 -5.9796 -0.0242 0.0537 0.0746 -0.812
F -7.1156 -3.8250 -1.9466 0.0000 -0.0029 0.0295 -0.393
C -6.1898 -4.5716 0.7151 0.0067 -0.0064 0.1576 -0.199
C -5.6669 -4.6440 2.0192 -0.3028 -0.0708 -0.1713 0.234
N -5.2472 -4.7008 3.1017 -1.0257 -0.3502 -0.1969 -0.899
C -7.5760 -4.8078 0.6042 -0.0393 -0.0073 0.0294 0.096
N -8.7169 -5.0125 0.5714 0.0671 -0.0192 -0.0129 -0.771
C 0.3442 4.5718 7.3012 0.0142 0.0299 0.0350 -1.520
C 0.4627 4.1508 5.8627 -0.0022 -0.0444 -0.0521 0.688
C 0.9996 4.9950 4.9039 0.0677 -0.0120 0.0104 -0.991
C 1.1146 4.6266 3.5669 -0.1886 -0.0248 -0.0396 1.049
C 1.7035 5.6227 2.6191 -0.1181 0.1258 -0.0724 -0.818
C 0.6611 3.3612 3.1723 0.1228 -0.6121 -0.0477 0.159
Se 0.4664 2.6203 1.3720 -0.2563 0.8938 -0.2372 0.765
C 0.1299 2.4747 4.1309 0.0844 -0.0551 0.0667 0.997
C -0.3465 1.0864 3.7859 -0.0304 0.1005 0.1307 -1.646
C 0.0414 2.8955 5.4532 -0.0710 -0.0382 0.0552 -1.149
H 0.7729 5.5618 7.4580 0.0020 -0.0016 -0.0009 0.339
H 0.8605 3.8712 7.9602 -0.0041 -0.0052 -0.0073 0.342
H -0.7008 4.6043 7.6155 -0.0027 -0.0082 -0.0058 0.324
H 1.3527 5.9789 5.1957 -0.0017 -0.0050 0.0169 0.236
H 2.1626 6.4511 3.1593 -0.0767 0.0057 0.0244 0.399
H 0.9455 6.0296 1.9456 -0.0337 -0.0510 -0.0521 0.312
H 2.4682 5.1682 2.0133 0.2632 -0.0645 -0.2551 -0.163
H 0.3714 0.5570 3.1609 -0.0465 0.0648 0.0623 0.108
H -1.2857 1.1111 3.2243 0.1496 0.0133 0.0325 0.274
H -0.5130 0.5049 4.6921 -0.0266 0.0291 0.0466 0.342
H -0.3627 2.2009 6.1824 -0.0099 0.0234 0.0213 0.391

***

# 2
113
Properties=species:S:1:pos:R:3:forces:R:3:mulliken_charge:R:1 method="wB97M-V/def2-TZVPD" total_charge=-1 e_above_lowest_kj_mol=58.35 orbital_gap_ev="3.832 / 3.830" e_lumo_ha="0.038 / 0.038"
Ca -0.1350 -0.6091 1.1747 0.0515 -1.7722 -0.5690 0.748
I 2.6771 1.3581 -0.9844 -0.1020 -0.0165 0.0950 0.139
C 2.6482 1.8814 -3.0223 0.0256 0.0249 -0.1312 -0.146
C 3.8539 1.5989 -3.6122 -0.0129 0.0446 -0.1149 -0.672
C 4.1256 1.9139 -4.9571 0.0128 -0.0445 0.1230 -0.824
C 3.1744 2.5508 -5.6821 -0.0677 0.0428 -0.0285 -0.837
C 1.9136 2.8611 -5.1139 0.0196 0.0053 -0.1062 1.038
C 0.9881 3.5492 -5.9338 0.0258 -0.0197 0.0072 -0.905
C -0.2452 3.8754 -5.4685 -0.0167 -0.0005 0.0285 -1.290
C -0.6027 3.4767 -4.1715 -0.0865 0.0529 -0.0344 0.092
C 0.2380 2.7926 -3.3308 0.1598 -0.1146 0.0926 1.061
P -0.4972 2.2347 -1.7039 -0.0524 0.1546 -0.1532 1.084
C -2.1455 1.6741 -2.2839 0.0576 -0.0480 -0.0147 0.053
C -2.2310 0.8500 -3.4082 0.0089 -0.0050 -0.0125 -0.562
C -3.4292 0.2521 -3.7642 -0.0093 -0.0392 0.0308 -0.811
C -4.5708 0.4643 -3.0016 0.0125 -0.0182 0.0001 -0.728
C -4.4943 1.2606 -1.8690 0.0217 -0.0100 0.0151 -0.793
C -3.2889 1.8460 -1.5060 0.0095 0.0057 0.0705 -0.264
C -0.8199 3.9105 -0.9995 0.0460 -0.0767 0.1180 0.491
C 0.1301 4.3678 -0.0852 0.0325 -0.0753 0.0189 -0.077
C 0.0161 5.6209 0.4972 -0.0167 0.0610 0.0112 -0.594
C -1.0646 6.4368 0.1896 0.0360 -0.0224 0.0034 -0.490
C -2.0206 5.9912 -0.7110 -0.0171 -0.0403 0.0034 -0.881
C -1.8967 4.7408 -1.3012 -0.0186 0.0482 -0.0739 0.119
C 1.5793 2.4975 -3.7711 0.0389 -0.0354 0.1070 0.078
H 4.6306 1.1345 -3.0217 0.0094 -0.0116 0.0141 0.421
H 5.0881 1.6655 -5.3841 0.0068 -0.0014 0.0048 0.379
H 3.3540 2.8370 -6.7114 -0.0022 0.0043 -0.0018 0.344
H 1.2941 3.8111 -6.9396 0.0039 -0.0016 -0.0076 0.361
H -0.9543 4.4111 -6.0860 -0.0075 0.0050 -0.0029 0.426
H -1.6064 3.6980 -3.8323 0.0135 -0.0101 -0.0130 0.206
H -1.3471 0.6596 -4.0066 -0.0023 0.0086 0.0002 0.436
H -3.4659 -0.3988 -4.6291 -0.0066 0.0082 -0.0144 0.389
H -5.5064 -0.0064 -3.2764 -0.0022 -0.0089 0.0037 0.371
H -5.3673 1.4112 -1.2466 -0.0108 -0.0078 0.0030 0.455
H -3.2399 2.4231 -0.5906 0.0081 0.0518 -0.0037 0.304
H 0.9547 3.7208 0.1888 -0.0292 0.0070 -0.0076 -0.093
H 0.7665 5.9535 1.2040 0.0014 0.0051 0.0079 0.440
H -1.1667 7.4088 0.6558 -0.0024 0.0095 0.0033 0.433
H -2.8771 6.6103 -0.9447 -0.0059 0.0116 0.0002 0.398
H -2.6556 4.4178 -2.0021 -0.0389 -0.0466 0.0272 0.254
S -5.4487 -4.4770 -2.6899 0.0392 0.0336 0.0219 0.010
N -3.8761 -4.2364 -3.0194 -0.0139 -0.0013 0.0299 -0.770
C -3.4365 -3.3407 -2.1557 0.1323 -0.0090 -0.0956 0.731
C -2.0935 -2.7942 -2.1142 -0.1048 0.0550 -0.0702 0.815
C -1.1226 -3.1772 -3.0222 0.1023 -0.0092 -0.0656 -0.763
C 0.1216 -2.5790 -2.9758 -0.0768 -0.0356 0.0131 -1.401
C 0.3161 -1.5722 -2.0379 0.0374 0.1224 0.0232 -0.621
N -0.5840 -1.2009 -1.1450 -0.3391 0.0324 -0.4114 0.958
C -1.7684 -1.8528 -1.1179 -0.1336 -0.0995 0.2872 -0.773
C -2.8150 -1.4096 -0.1494 0.1586 -0.0604 -0.0655 -0.536
N -2.5025 -0.4682 0.7583 -0.3317 0.0802 -0.3542 0.597
C -3.4368 -0.0203 1.5757 0.0683 0.0240 0.0707 -0.125
C -4.7555 -0.4584 1.5621 -0.0038 -0.0525 -0.0374 -1.330
C -5.0977 -1.4126 0.6275 -0.0558 0.0719 0.0507 -0.618
C -4.1324 -1.8830 -0.2492 -0.0079 -0.1954 -0.1472 1.205
C -4.4387 -2.8854 -1.2557 -0.0595 0.0908 0.1206 0.766
N -5.6183 -3.4404 -1.4500 0.0171 -0.0174 -0.0092 -0.767
H -1.3599 -3.9357 -3.7574 -0.0085 -0.0006 0.0019 0.501
H 0.9133 -2.8490 -3.6598 0.0060 0.0043 -0.0119 0.514
H 1.2578 -1.0328 -2.0075 0.0023 -0.0019 0.0002 0.198
H -3.1188 0.7171 2.3068 0.0140 0.0163 -0.0218 0.181
H -5.4724 -0.0643 2.2680 -0.0016 0.0043 0.0049 0.476
H -6.1053 -1.8022 0.5556 0.0056 -0.0099 -0.0020 0.501
O 2.0952 -0.6321 1.4270 0.9450 -0.1495 0.2319 -0.325
S 3.0745 -1.7288 1.8368 -0.0782 0.0915 -0.1426 -0.184
C 2.2527 -2.5625 3.2233 -0.1023 0.0469 0.0348 -0.457
C 2.7537 -3.9412 3.5418 0.0713 0.1025 -0.0679 0.130
C 3.9818 -4.1297 4.1691 0.0706 -0.0213 -0.0746 -0.292
C 4.4296 -5.4079 4.4652 -0.0180 0.0038 0.0154 -0.616
C 3.6359 -6.5048 4.1560 0.0297 -0.0044 0.0021 -0.408
C 2.4015 -6.3163 3.5513 -0.0108 -0.0306 -0.0891 -0.786
C 1.9585 -5.0407 3.2322 -0.0318 0.0262 0.0316 0.002
C 2.9007 -2.9256 0.4974 -0.0815 -0.0595 -0.0323 -0.064
C 4.0001 -3.9445 0.3700 -0.0991 -0.0194 0.0807 0.152
C 3.6598 -5.2503 0.0330 -0.0318 -0.0564 0.0660 -0.284
C 4.6433 -6.2097 -0.1541 -0.0017 -0.0101 0.0213 -0.654
C 5.9813 -5.8780 0.0016 0.0001 0.0243 0.0195 -0.408
C 6.3285 -4.5767 0.3366 0.0100 -0.0352 -0.0049 -0.715
C 5.3444 -3.6163 0.5149 0.0337 0.0647 -0.0118 -0.295
H 1.1851 -2.5892 2.9570 0.0329 -0.0193 -0.0429 -0.045
H 2.4286 -1.8726 4.0512 -0.1029 0.0198 0.0116 0.618
H 4.5936 -3.2695 4.4198 0.0011 0.0049 0.0068 0.375
H 5.3905 -5.5471 4.9447 0.0032 -0.0045 -0.0031 0.394
H 3.9804 -7.5043 4.3921 -0.0046 -0.0049 -0.0014 0.388
H 1.7766 -7.1681 3.3127 -0.0011 -0.0064 0.0137 0.419
H 0.9926 -4.8744 2.7543 0.0411 -0.0137 -0.0385 0.239
H 2.8972 -2.2647 -0.3749 -0.0211 0.0344 0.0241 0.496
H 1.8915 -3.3589 0.5944 -0.0150 -0.0207 -0.0525 -0.050
H 2.6130 -5.5089 -0.0728 -0.0250 0.0012 0.0174 0.474
H 4.3604 -7.2227 -0.4107 -0.0014 -0.0065 -0.0039 0.397
H 6.7488 -6.6299 -0.1305 0.0107 -0.0038 -0.0131 0.390
H 7.3697 -4.3065 0.4594 0.0112 -0.0006 0.0022 0.388
H 5.6288 -2.6014 0.7681 -0.0160 -0.0010 0.0122 0.388
O -0.2326 0.3838 3.2095 -0.0691 0.4284 0.5642 -0.956
C -0.4837 1.4433 2.5930 -0.1365 0.5026 0.3612 0.278
O -0.3703 1.6114 1.3548 -0.0659 0.8158 0.1493 0.563
C -1.0230 2.6078 3.3932 0.0095 0.0630 0.0894 -0.352
C -0.7221 2.7137 4.7452 -0.0359 0.0098 -0.0891 -0.235
C -1.2155 3.7938 5.4504 0.0555 0.0526 0.3342 -0.441
C -2.0335 4.7537 4.8878 0.0405 -0.0869 -0.0635 -0.484
C -2.3371 4.5860 3.5524 -0.1713 0.2840 -0.1286 -0.184
C -1.8352 3.5545 2.7819 0.0734 -0.0349 0.0319 -0.102
N -3.2626 5.5654 2.9284 0.0106 -0.3475 0.2381 1.175
O -3.4557 6.6078 3.5218 0.0448 0.1118 -0.0640 -0.664
O -3.7995 5.2405 1.8930 0.0367 0.0571 -0.0867 -0.565
N -0.8698 3.9336 6.8902 -0.0776 -0.0499 -0.3503 1.055
O -1.3467 4.8757 7.4891 -0.0036 0.0375 0.0761 -0.639
O -0.1337 3.1012 7.3712 0.0344 -0.0141 0.0639 -0.618
H -0.1130 1.9617 5.2247 -0.0045 -0.0126 -0.0007 0.665
H -2.4204 5.5803 5.4613 0.0016 -0.0002 -0.0026 0.625
H -2.0601 3.4836 1.7260 -0.0011 -0.0067 -0.0052 0.614
Se -0.8140 -3.3928 1.2545 0.1004 0.0711 0.0379 -0.708